No. 1
Molecular formula: C20H46NO6Si
Method: DFT, ωB97M-V/def2-TZVPD

Output
LUMO (eV): -3.389
Net charge: +1
Orbital gap (eV): 8.4

Geometry (Å):
C 2.03 -0.96 4.86
C 2.88 -0.88 3.97
C 3.69 -0.98 2.63
C 4.52 0.37 2.41
C 4.79 0.53 0.84
C 4.21 1.88 0.22
N 4.84 2.14 -1.12
C 3.88 2.35 -2.25
O 3.57 1.15 -2.98
C 2.54 3.13 -1.86
O 2.27 3.21 -0.45
C 2.62 2.00 0.25
C 1.82 0.71 -0.22
C 0.69 0.42 0.89
O -0.47 -0.25 0.35
Si -0.24 -1.96 0.19
C 0.29 -2.84 1.80
C -1.95 -2.73 -0.29
C 0.94 -2.41 -1.27
H 1.15 -1.10 5.54
H 3.01 -1.12 1.72
H 4.36 -1.90 2.65
H 5.52 0.22 2.93
H 4.02 1.29 2.84
H 4.51 -0.40 0.23
H 5.93 0.61 0.73
H 4.60 2.71 0.91
H 5.38 1.28 -1.36
H 5.56 2.88 -1.03
H 4.42 3.01 -3.01
H 3.56 0.37 -2.37
H 1.68 2.56 -2.36
H 2.55 4.16 -2.31
H 2.34 2.18 1.34
H 1.26 0.82 -1.20
H 2.44 -0.24 -0.30
H 1.11 -0.10 1.81
H 0.33 1.46 1.23
H 1.18 -2.29 2.23
H -0.53 -2.85 2.58
H 0.62 -3.91 1.60
H -1.75 -3.47 -1.15
H -2.66 -1.95 -0.69
H -2.39 -3.33 0.56
H 2.03 -2.32 -0.97
H 0.65 -1.76 -2.15
H 0.76 -3.52 -1.47
C -6.16 -2.45 0.54
C -5.54 -3.39 1.56
O -4.23 -2.94 1.91
H -5.54 -2.40 -0.36
H -7.16 -2.78 0.27
H -6.22 -1.43 0.94
H -5.46 -4.39 1.16
H -6.15 -3.43 2.47
H -4.31 -2.05 2.28
C -4.57 0.88 0.48
C -3.63 2.07 0.40
O -2.40 1.77 1.05
H -4.76 0.61 1.53
H -5.53 1.10 0.00
H -4.13 0.00 0.01
H -4.07 2.94 0.90
H -3.43 2.33 -0.64
H -2.01 1.00 0.59
C -1.50 1.25 -2.98
C -2.43 1.55 -4.14
O -3.58 2.25 -3.67
H -2.01 0.65 -2.22
H -0.61 0.70 -3.32
H -1.18 2.17 -2.49
H -2.77 0.62 -4.61
H -1.93 2.16 -4.89
H -3.27 3.07 -3.27

No. 2
Molecular formula: C20H46O2P4Re
Method: DFT, ωB97M-V/def2-TZVPD

Output
2S+1: 4
Energy relative to the best compared isomer or geometry (same formula, charge and spin) (kJ/mol): 0.0
LUMO (spin up / spin down) (eV): -13.462 / -14.142
Net charge: +4
Orbital gap (spin up / spin down) (eV): 7.4 / 6.7
Expectation value of S²: 3.80

Geometry (Å):
Re -0.11 -0.02 -0.46
P 1.57 0.86 0.88
P -0.92 2.03 -1.26
P 1.49 -0.50 -1.99
H -1.77 -2.28 -0.36
C -0.72 -2.12 -0.63
C 0.27 -1.97 0.44
H -0.10 -2.09 1.46
C 1.11 1.22 2.60
C 2.24 2.50 0.38
C 3.08 -0.16 1.10
C -2.42 1.51 -2.13
C -1.61 3.24 -0.07
C 0.03 3.02 -2.47
C 2.42 -2.09 -1.90
C 2.80 0.69 -2.51
C 0.71 -0.80 -3.60
H -0.42 -2.63 -1.55
H 1.25 -2.42 0.27
H 0.98 0.29 3.17
H 0.17 1.80 2.64
H 1.91 1.81 3.06
H 1.43 3.24 0.30
H 2.77 2.45 -0.58
H 2.93 2.82 1.16
H 2.80 -1.16 1.46
H 3.72 0.32 1.85
H 3.65 -0.27 0.17
H -2.75 2.34 -2.76
H -3.20 1.25 -1.41
H -2.22 0.62 -2.75
H -1.93 4.14 -0.60
H -0.87 3.52 0.69
H -2.48 2.80 0.43
H -0.60 3.86 -2.80
H 0.29 2.41 -3.34
H 0.95 3.42 -2.02
H 2.98 -2.21 -2.84
H 1.73 -2.94 -1.80
H 3.13 -2.11 -1.07
H 3.27 0.31 -3.43
H 3.58 0.81 -1.76
H 2.37 1.67 -2.73
H 1.40 -1.34 -4.27
H 0.40 0.13 -4.08
H -0.18 -1.42 -3.46
C -2.11 -1.38 -5.60
C -3.27 -1.17 -6.40
C -3.68 -2.20 -7.25
C -2.93 -3.38 -7.35
C -1.76 -3.54 -6.61
C -1.30 -2.51 -5.77
O -1.77 -0.45 -4.63
H -2.45 0.25 -4.52
H -3.80 -0.21 -6.34
H -4.59 -2.07 -7.85
H -3.27 -4.18 -8.02
H -1.19 -4.47 -6.67
H -0.35 -2.60 -5.25
C -1.55 -0.87 3.58
P -2.46 -0.11 2.23
C -3.67 -1.32 1.72
C -3.28 1.35 2.86
O -1.56 0.29 1.06
H -2.28 -1.38 4.22
H -1.03 -0.10 4.16
H -0.83 -1.60 3.21
H -4.38 -1.47 2.54
H -4.20 -0.96 0.82
H -3.17 -2.27 1.48
H -2.55 2.02 3.34
H -3.78 1.90 2.05
H -4.03 1.06 3.62

No. 3
Molecular formula: C20H46O4P4Pb
Method: DFT, ωB97M-V/def2-TZVPD

Output
Energy relative to the best compared isomer or geometry (same formula, charge and spin) (kJ/mol): 0.0
LUMO (spin up / spin down) (eV): -12.671 / -12.671
Net charge: +4
Orbital gap (spin up / spin down) (eV): 5.7 / 5.5

Geometry (Å):
Pb 0.66 -2.42 -4.42
P -0.14 1.99 -1.55
P 0.72 1.78 2.36
P -1.68 2.03 2.10
H -0.15 -4.38 -2.77
C -0.72 -3.53 -3.15
C -1.12 -3.69 -4.54
H -0.86 -4.68 -4.96
C 1.33 1.67 -2.53
C 0.17 3.52 -0.61
C -1.47 2.50 -2.66
C 0.97 0.47 3.60
C 2.02 1.44 1.13
C 1.23 3.33 3.18
C -2.83 1.84 0.69
C -2.17 3.68 2.71
C -2.32 0.83 3.30
H -1.29 -2.95 -2.41
H -1.96 -3.16 -5.00
H 1.63 0.62 -2.51
H 2.18 2.25 -2.14
H 1.15 1.97 -3.57
H 1.22 3.62 -0.34
H -0.45 3.59 0.29
H -0.10 4.36 -1.27
H -2.06 1.63 -2.99
H -1.04 3.01 -3.53
H -2.15 3.20 -2.15
H 1.72 0.83 4.32
H 1.35 -0.43 3.08
H 0.04 0.21 4.11
H 2.91 1.04 1.64
H 2.32 2.34 0.59
H 1.69 0.67 0.41
H 1.81 3.06 4.07
H 0.36 3.93 3.49
H 1.84 3.93 2.50
H -3.83 1.64 1.09
H -2.55 0.97 0.08
H -2.88 2.73 0.06
H -3.26 3.69 2.81
H -1.88 4.46 1.99
H -1.72 3.90 3.68
H -3.41 0.95 3.35
H -1.89 1.00 4.29
H -2.09 -0.19 2.96
C -2.38 -1.73 0.22
C -2.63 -2.63 1.34
C -3.84 -3.29 1.50
C -4.89 -3.12 0.58
C -4.71 -2.22 -0.49
C -3.50 -1.58 -0.69
O -1.30 -1.07 0.01
H -0.57 0.86 -0.75
H -1.83 -2.78 2.07
H -4.00 -3.95 2.36
H -5.85 -3.63 0.69
H -5.54 -2.00 -1.17
H -3.32 -0.90 -1.52
C 4.77 0.39 -1.62
O 3.59 -0.43 -1.72
P 3.62 -2.01 -2.29
O 4.80 -2.67 -1.39
C 5.10 -2.44 -0.01
O 2.22 -2.58 -1.56
C 2.09 -3.81 -0.81
H 4.47 1.41 -1.87
H 5.59 0.11 -2.31
H 5.16 0.40 -0.59
H 6.02 -1.85 0.06
H 4.29 -1.93 0.54
H 5.26 -3.43 0.43
H 1.07 -4.18 -0.96
H 2.80 -4.59 -1.12
H 2.22 -3.60 0.26

Number 1: total energy -1584.9516 Eh. Number 2: total energy -2382.3728 Eh. Number 3: total energy -2647.2853 Eh.